1.
Molecular formula: C16H35Cl4N5O5
Method: DFT, ωB97M-V/def2-TZVPD

The multiplicity is 1. The calculation puts the energy above the lowest of the compared OMol25 structures with the same formula, charge and spin at 0.0 kcal per mole. As for the total energy: -3121.4249 hartree. Its highest occupied orbital energy is -8.9 eV. The value obtained for the LUMO energy is 0.298 eV. Its total charge is 0.

Last column: Löwdin charge in e.
Positions of all 65 atoms, in Å:
Cl  -16.55  -16.46  4.44  0.573
C  -15.15  -15.52  4.93  -1.990
Cl  -15.60  -13.83  4.84  0.579
Cl  -14.67  -15.96  6.58  0.561
Cl  -13.78  -15.74  3.78  0.530
C  -16.16  -12.34  8.19  -0.142
N  -17.47  -12.11  7.64  -0.001
C  -18.40  -13.10  7.30  -0.560
C  -17.99  -14.56  7.49  -0.012
O  -19.46  -12.82  6.85  0.050
H  -15.75  -11.46  8.64  0.072
H  -15.35  -12.59  7.48  0.049
H  -16.10  -13.07  9.00  0.085
H  -17.67  -11.09  7.36  0.180
H  -18.50  -15.03  8.30  0.082
H  -16.91  -14.65  7.69  0.021
H  -18.15  -14.98  6.51  0.049
C  -10.85  -18.69  6.71  -0.049
N  -10.46  -18.27  5.34  0.033
C  -10.22  -16.99  5.12  -0.612
C  -9.95  -16.64  3.77  0.003
O  -10.29  -16.13  6.01  -0.001
H  -10.03  -18.42  7.38  0.085
H  -10.85  -19.78  6.65  0.082
H  -11.79  -18.30  7.07  0.072
H  -10.61  -18.95  4.58  0.100
H  -8.85  -16.66  3.73  0.115
H  -10.41  -15.69  3.55  0.087
H  -10.20  -17.41  3.10  0.061
C  -18.83  -13.76  2.80  -0.074
N  -18.94  -14.02  1.34  0.000
C  -18.36  -15.14  0.88  -0.568
C  -18.53  -15.28  -0.60  -0.007
O  -17.61  -15.89  1.51  -0.004
H  -18.88  -12.69  3.01  0.076
H  -17.73  -14.08  3.08  0.049
H  -19.55  -14.43  3.43  0.117
H  -19.64  -13.58  0.80  0.124
H  -19.34  -15.96  -0.78  0.073
H  -17.69  -15.74  -1.08  0.080
H  -18.77  -14.36  -1.11  0.074
C  -11.51  -12.63  5.73  -0.094
N  -11.56  -13.59  6.78  0.004
C  -12.23  -13.29  7.92  -0.542
C  -12.39  -14.40  9.02  -0.004
O  -12.71  -12.18  8.05  0.005
H  -12.41  -11.97  5.73  0.087
H  -11.36  -13.16  4.77  0.078
H  -10.63  -11.93  5.85  0.096
H  -11.06  -14.47  6.68  0.078
H  -13.31  -15.02  8.92  0.043
H  -12.48  -13.85  9.96  0.068
H  -11.46  -15.04  9.02  0.086
C  -13.80  -19.69  4.28  -0.027
N  -13.19  -20.94  3.70  0.018
C  -11.99  -20.95  3.15  -0.542
C  -11.41  -22.34  2.64  0.003
O  -11.36  -19.90  3.06  -0.021
H  -14.55  -19.32  3.55  0.086
H  -13.03  -18.93  4.39  0.058
H  -14.35  -19.96  5.18  0.080
H  -13.69  -21.84  3.84  0.155
H  -10.90  -21.99  1.74  0.066
H  -12.10  -23.23  2.41  0.094
H  -10.64  -22.67  3.39  0.086


2.
Molecular formula: C8H10HgN2
Method: DFT, ωB97M-V/def2-TZVPD

The multiplicity is 1. As for the total energy: -573.4634 hartree. Its highest occupied orbital energy (spin up / spin down) is 1.7 / 0.9 eV. The value obtained for the LUMO energy (spin up / spin down) is 5.152 / 5.100 eV. Its total charge is -2.

Last column: Löwdin charge in e.
Positions of all 21 atoms, in Å:
C  -0.48  1.47  -2.47  -0.230
C  0.91  1.41  -2.12  -0.259
C  1.05  1.93  -0.80  -0.252
C  -0.24  2.31  -0.34  -0.232
C  -1.19  2.03  -1.37  -0.209
Hg  0.20  -1.43  1.03  1.051
N  -4.16  -1.21  0.61  -0.446
C  0.50  -2.70  -0.51  -0.497
C  1.80  -2.14  -0.75  -0.228
H  1.98  2.01  -0.25  0.042
H  1.71  1.02  -2.75  0.037
H  -0.47  2.74  0.64  0.051
H  -2.26  2.21  -1.32  0.053
H  -0.91  1.15  -3.42  0.041
H  1.89  -1.33  -1.48  0.020
H  0.47  -3.69  0.02  0.023
H  -3.27  -1.25  0.08  -0.445
H  2.68  -2.54  -0.28  0.009
H  -0.32  -2.57  -1.25  0.047
N  0.08  0.65  3.55  -0.088
C  0.04  -0.08  2.63  -0.487


3.
Molecular formula: C4H11NO2
Method: DFT, ωB97M-V/def2-TZVPD

The multiplicity is 1. The calculation puts the energy above the lowest of the compared OMol25 structures with the same formula, charge and spin at 44.2 kcal per mole. As for the total energy: -364.1977 hartree. Its highest occupied orbital energy is -9.3 eV. The value obtained for the LUMO energy is 0.692 eV. Its total charge is 0.

Last column: Löwdin charge in e.
Positions of all 18 atoms, in Å:
C  1.25  -0.28  2.30  -0.048
C  0.59  -0.68  1.00  -0.413
O  1.39  -0.48  -0.18  -0.052
C  -0.72  0.09  0.89  -0.172
N  -1.51  -0.11  -0.37  -0.047
C  -1.26  0.90  -1.45  -0.273
O  -0.07  0.69  -2.20  -0.071
H  1.29  -1.00  3.10  0.076
H  2.24  0.14  2.11  0.084
H  0.77  0.60  2.74  0.073
H  0.44  -1.77  0.97  0.142
H  2.00  -1.21  -0.24  0.098
H  -1.43  -0.20  1.66  0.117
H  -0.44  1.15  0.91  0.124
H  -1.16  -0.97  -0.79  0.097
H  -1.25  1.90  -1.02  0.115
H  -2.12  0.65  -2.05  0.105
H  0.31  -0.10  -1.79  0.045


4.
Molecular formula: C22H36NO3
Method: DFT, ωB97M-V/def2-TZVPD

The multiplicity is 1. The calculation puts the energy above the lowest of the compared OMol25 structures with the same formula, charge and spin at 1.5 kcal per mole. As for the total energy: -1140.1776 hartree. Its highest occupied orbital energy is -11.9 eV. The value obtained for the LUMO energy is -2.122 eV. Its total charge is +1.

Last column: Löwdin charge in e.
Positions of all 62 atoms, in Å:
C  0.89  2.50  2.99  -0.037
C  1.26  1.57  1.84  -0.165
N  2.42  0.66  2.06  -0.269
C  2.71  0.00  0.77  0.013
C  3.60  1.48  2.48  -0.172
C  4.96  0.81  2.38  -0.052
C  2.15  -0.35  3.14  -0.096
C  1.34  -1.61  2.80  -0.104
C  -0.16  -1.42  2.58  -0.126
O  -0.41  -0.87  1.29  -0.052
C  -0.94  -1.65  0.33  -0.405
O  -1.31  -2.77  0.52  0.165
C  -0.77  -0.97  -1.04  -0.338
O  0.59  -1.33  -1.34  0.013
C  -0.85  0.54  -0.93  -0.164
C  0.04  1.34  -1.63  -0.031
C  -0.04  2.71  -1.55  -0.074
C  -1.01  3.31  -0.77  -0.080
C  -1.91  2.52  -0.07  -0.064
C  -1.83  1.14  -0.15  -0.035
C  -1.74  -1.57  -2.08  -0.238
C  -3.20  -1.30  -1.74  -0.148
C  -4.10  -2.00  -2.76  -0.184
C  -3.79  -1.52  -4.17  -0.199
C  -2.32  -1.75  -4.50  -0.189
C  -1.43  -1.05  -3.48  -0.148
H  0.64  1.97  3.90  0.079
H  0.00  3.05  2.68  0.090
H  1.66  3.23  3.20  0.081
H  1.49  2.18  0.96  0.132
H  0.40  0.95  1.59  0.107
H  3.11  0.73  0.08  0.126
H  1.81  -0.41  0.33  0.083
H  3.44  -0.80  0.91  0.118
H  3.61  2.37  1.85  0.143
H  3.43  1.79  3.51  0.135
H  5.69  1.49  2.81  0.096
H  5.25  0.62  1.35  0.081
H  5.02  -0.12  2.94  0.080
H  1.67  0.17  3.96  0.131
H  3.12  -0.70  3.49  0.127
H  1.76  -2.13  1.94  0.126
H  1.45  -2.26  3.67  0.136
H  -0.60  -0.75  3.32  0.141
H  -0.66  -2.40  2.64  0.133
H  0.58  -2.18  -1.80  0.124
H  0.80  0.87  -2.24  0.121
H  0.66  3.33  -2.10  0.109
H  -1.08  4.39  -0.71  0.107
H  -2.69  2.97  0.53  0.110
H  -2.54  0.53  0.39  0.126
H  -1.58  -2.65  -2.05  0.158
H  -3.40  -0.23  -1.78  0.120
H  -3.43  -1.66  -0.74  0.120
H  -5.15  -1.81  -2.51  0.114
H  -3.94  -3.08  -2.70  0.120
H  -4.42  -2.05  -4.89  0.112
H  -4.02  -0.46  -4.25  0.117
H  -2.10  -1.37  -5.50  0.114
H  -2.11  -2.82  -4.50  0.119
H  -1.62  0.03  -3.52  0.126
H  -0.38  -1.21  -3.74  0.119